<a>
Molecular formula: C4H7NO
Method: DFT, ωB97M-V/def2-TZVPD

Geometry as XYZ:
```
13
Properties=species:S:1:pos:R:3:lowdin_charge:R:1
C -1.05072 -1.51891 -0.06336 -0.052
C -0.72966 -0.24537 -0.79166 -0.378
C 0.28632 1.76318 0.61917 -0.068
N 1.30818 0.96721 0.60333 -0.109
C 1.90840 -0.01892 0.24898 0.087
O 0.27062 -0.13887 -1.47042 -0.032
H -1.76764 -2.09467 -0.66331 0.084
H -0.13072 -2.10320 0.02237 0.075
H -1.50003 -1.34827 0.91929 0.078
H -1.47260 0.57360 -0.74479 0.109
H 0.02573 2.26935 -0.30661 0.080
H -0.09796 2.11312 1.56366 0.062
H 2.95008 -0.21825 0.06337 0.064
```

Results
Orbital gap (eV): 8.9
HOMO (eV): -7.8
Molecular weight (g/mol): 85.1



<b>
Molecular formula: C4H7NO
Method: DFT, ωB97M-V/def2-TZVPD

Geometry as XYZ:
```
13
Properties=species:S:1:pos:R:3:lowdin_charge:R:1
C -1.97771 0.03655 0.46364 -0.134
N -0.75993 0.79818 0.29457 0.002
C -0.23431 0.39538 -0.78259 -0.168
C 1.06466 -0.28898 -0.62243 -0.258
C 2.03856 0.17992 0.35475 -0.124
O 1.18039 -0.88507 0.68293 -0.041
H -1.62046 -0.97814 0.72564 0.093
H -2.65516 -0.06334 -0.40018 0.084
H -2.43293 0.47802 1.32549 0.062
H -0.81836 0.23119 -1.70068 0.116
H 1.30763 -0.99286 -1.41129 0.139
H 3.08010 -0.08912 0.21806 0.110
H 1.81764 1.12648 0.84816 0.118
```

Results
Orbital gap (eV): 9.2
HOMO (eV): -8.7
Structure (SMILES): C/N=C/[C@H]1CO1
Molecular weight (g/mol): 85.1



<c>
Molecular formula: C4H7NO
Method: DFT, ωB97M-V/def2-TZVPD

Geometry as XYZ:
```
13
Properties=species:S:1:pos:R:3:lowdin_charge:R:1
O 1.78995 0.79065 0.41477 -0.024
C 0.86365 0.26898 -0.48844 -0.346
C 0.31678 -1.16339 -0.19697 -0.057
C -1.05786 -0.53671 0.15082 -0.290
N -0.85761 0.41014 1.22145 0.065
C -0.55659 0.74782 -0.31370 -0.189
H 1.37691 0.66266 1.28741 0.089
H 1.24284 0.43145 -1.49536 0.145
H 0.83315 -1.71914 0.58723 0.111
H 0.26625 -1.75879 -1.11433 0.111
H -2.02156 -0.96272 -0.11240 0.133
H -0.99010 1.42570 0.95351 0.103
H -1.20582 1.40336 -0.89400 0.149
```

Results
Orbital gap (eV): 10.4
HOMO (eV): -9.3
Structure (SMILES): O[C@H]1C[C@H]2N[C@@H]12
Molecular weight (g/mol): 85.1



<d>
Molecular formula: C4H7NO
Method: DFT, ωB97M-V/def2-TZVPD

Geometry as XYZ:
```
13
Properties=species:S:1:pos:R:3:lowdin_charge:R:1
C -2.34626 -0.35814 1.19870 -0.016
C -1.73853 0.55080 0.47391 -0.283
N -1.22216 1.45646 -0.17324 0.139
H -1.95862 -0.62477 2.17449 0.051
H -3.23519 -0.85100 0.82319 0.049
H -0.48286 1.12718 -0.80045 0.036
C 1.12846 -0.69566 -1.31860 -0.011
C 1.81520 0.05138 -0.45752 -0.301
O 1.62120 -0.03626 0.88460 -0.004
H 0.39045 -1.41131 -0.96682 0.067
H 1.31951 -0.61663 -2.38232 0.056
H 2.56521 0.77013 -0.78823 0.115
H 2.14361 0.63783 1.33227 0.103
```

Results
Orbital gap (eV): 9.5
HOMO (eV): -8.8
Structure (SMILES): C=C=N.C=CO
Molecular weight (g/mol): 85.1



Compare the structures above. Which one is the most stable? <d> is.